[1]
C60H118F30N11O25S10 as an isolated structure, computed with ωB97M-V/def2-TZVPD.

Lowest unoccupied orbital energy in eV: -5.42
2S+1: 1
HOMO energy in Eh: -0.424
Net charge: +1

Each line ends with the Löwdin charge.
Element x y z (Å)
C -9.2848 13.2466 20.0496  0.04
C -8.1916 13.3361 21.1719  -0.39
C -8.8113 13.6776 22.5703  -0.13
C -9.8085 12.6934 23.0388  -0.17
C -9.1847 11.3057 23.0773  -0.12
C -8.3718 10.7732 21.9111  -0.45
N -7.5926 11.9558 21.3429  0.08
O -6.5700 11.6476 20.5768  0.16
C -9.2679 10.1383 20.8018  0.02
C -7.3505 9.7447 22.4042  -0.02
C -7.0303 14.3195 20.8391  0.00
H -10.1706 12.7003 20.2037  0.03
H -8.8835 12.8015 19.1211  0.11
H -9.5147 14.3377 19.9577  0.11
H -9.2973 14.6684 22.5469  0.10
H -7.9661 13.6894 23.2638  0.14
H -10.7233 12.7596 22.5080  0.08
H -10.1755 12.8667 24.0377  0.11
H -9.9728 10.5953 23.3061  0.14
H -8.5063 11.2894 23.9549  0.14
H -10.2769 10.6042 20.5653  0.10
H -9.4225 9.0974 21.2076  0.12
H -8.6970 10.0996 19.8523  0.10
H -7.8616 8.9167 22.9090  0.11
H -6.6436 10.1865 23.0800  0.09
H -6.8765 9.2847 21.5070  0.10
H -7.4149 15.3834 20.9151  0.10
H -6.6375 14.1733 19.8382  0.08
H -6.2521 14.2824 21.6286  0.11
C -21.4007 15.4249 26.1540  -0.07
C -21.1048 16.1155 24.8452  -0.23
C -21.4711 15.2867 23.6436  -0.11
N -20.9813 15.7458 22.3015  -0.24
C -21.2946 14.6037 21.2968  -0.11
C -22.7024 14.3052 20.9139  -0.15
C -23.3242 15.6326 20.4777  -0.19
C -23.1570 16.7193 21.5179  -0.16
C -21.6730 17.0079 21.9008  -0.07
C -19.5055 15.8518 22.2703  0.00
H -20.9919 15.8728 27.0735  0.09
H -21.1917 14.3581 26.2078  0.07
H -22.4869 15.4936 26.3389  0.08
H -20.0860 16.5064 24.8708  0.07
H -21.7066 16.9895 24.8302  0.09
H -22.5049 15.2670 23.5418  0.10
H -21.0937 14.2536 23.7386  0.15
H -20.7946 13.7385 21.7704  0.13
H -20.7401 14.8588 20.3808  0.14
H -23.2326 13.8784 21.8246  0.15
H -22.6863 13.6267 20.1148  0.11
H -24.4052 15.5402 20.3905  0.12
H -22.8756 16.0025 19.5609  0.12
H -23.7815 16.4596 22.4020  0.12
H -23.5800 17.6738 21.1363  0.13
H -21.6382 17.6985 22.7258  0.13
H -21.1456 17.3570 21.0068  0.14
H -19.1917 16.1275 21.2460  0.11
H -19.0672 14.8890 22.5685  0.09
H -19.1620 16.6634 22.9375  0.09
C -16.2564 11.4698 33.3215  -0.05
C -16.5172 12.1723 31.9813  -0.18
N -15.9350 11.5293 30.7790  -0.29
C -16.5971 10.2146 30.4093  0.06
C -16.0186 12.5142 29.7134  -0.22
C -17.3430 13.1839 29.4567  -0.04
C -14.4313 11.3192 30.9935  -0.07
C -13.5349 11.0678 29.7901  -0.19
O -13.1773 12.2960 29.1770  -0.21
C -12.1290 12.0908 28.2632  -0.08
H -16.6907 10.5099 33.3325  0.06
H -16.8979 11.9904 34.0720  0.10
H -15.1779 11.4716 33.6304  0.10
H -16.1365 13.1748 32.0036  0.13
H -17.6001 12.1658 31.6956  0.15
H -16.5310 9.5089 31.2266  0.10
H -15.9491 9.8063 29.6166  0.08
H -17.6217 10.3325 30.0361  0.10
H -15.5845 12.1112 28.7754  0.12
H -15.2955 13.3192 29.9784  0.15
H -17.1481 13.6529 28.5093  0.07
H -17.5944 13.9314 30.1999  0.08
H -18.2634 12.5490 29.3685  0.10
H -14.4011 10.5002 31.7009  0.13
H -14.1679 12.2260 31.5678  0.15
H -13.8401 10.3496 29.0433  0.10
H -12.6335 10.5958 30.2870  0.15
H -11.9173 13.1136 27.9201  0.10
H -12.4608 11.4069 27.4689  0.10
H -11.3260 11.6131 28.7923  0.08
C -13.3782 15.5458 22.5093  -0.04
C -14.6820 15.7046 23.3120  -0.12
N -15.3789 14.4901 23.8330  -0.25
C -15.4146 13.4791 22.7882  0.00
C -14.6096 13.8862 24.9458  -0.13
C -14.7202 14.6419 26.2990  -0.02
C -16.7112 14.9265 24.3815  -0.09
C -17.6276 13.7898 24.6460  -0.16
O -18.1622 13.3649 23.3892  -0.24
C -18.3628 11.9866 23.1132  -0.05
H -13.0220 16.5719 22.3932  0.07
H -13.5717 15.0354 21.5591  0.05
H -12.6243 14.9643 23.0407  0.06
H -15.4790 16.1712 22.7214  0.13
H -14.4739 16.3162 24.1933  0.12
H -14.4844 13.4095 22.2386  0.05
H -16.2372 13.7005 22.1139  0.09
H -15.6200 12.5508 23.2897  0.10
H -13.5546 13.7358 24.7120  0.12
H -15.0529 12.8860 25.0307  0.10
H -14.5269 15.6862 26.2184  0.06
H -13.8694 14.2901 26.9000  0.08
H -15.6183 14.4788 26.8673  0.06
H -17.1759 15.5675 23.6508  0.11
H -16.4151 15.5326 25.2083  0.09
H -18.4124 14.1227 25.3208  0.13
H -17.1594 12.9906 25.1917  0.09
H -18.5686 11.5406 24.0706  0.06
H -17.4579 11.5814 22.6262  0.08
H -19.1254 11.9711 22.3936  0.07
C -13.6213 19.6872 23.9307  -0.03
C -13.8416 20.8453 22.9787  -0.20
N -13.5460 22.2169 23.4597  -0.26
C -13.7204 23.2384 22.3653  0.06
C -14.4964 22.4796 24.5981  -0.15
C -16.0271 22.2697 24.2622  -0.01
C -12.2050 22.1864 24.1055  -0.07
C -10.9797 21.7850 23.2422  -0.20
O -10.7032 22.6912 22.2430  -0.20
C -9.7211 23.7248 22.5041  -0.05
H -12.5347 19.3931 24.0203  0.09
H -14.2326 18.8343 23.5859  0.08
H -14.0555 19.8650 24.9460  0.09
H -14.7993 20.8594 22.4711  0.09
H -13.2216 20.7643 22.1035  0.11
H -13.8792 24.1820 22.8988  0.12
H -14.5802 23.0764 21.7350  0.08
H -12.8120 23.2082 21.7680  0.11
H -14.3660 23.4718 24.9616  0.11
H -14.2142 21.8572 25.4338  0.11
H -16.3574 22.8648 23.4435  0.07
H -16.6839 22.4055 25.1303  0.08
H -16.1116 21.1996 23.9720  0.06
H -12.3669 21.4865 24.9267  0.12
H -12.1099 23.1332 24.6722  0.15
H -11.0892 20.8379 22.7378  0.10
H -10.1957 21.6330 23.9461  0.12
H -9.5203 24.2359 21.5568  0.10
H -8.7857 23.3099 22.9265  0.10
H -10.0983 24.4049 23.2426  0.07
C -13.4751 16.4968 19.0676  -0.06
C -12.8172 17.5276 18.1859  -0.18
N -13.1233 17.4784 16.7408  -0.26
C -12.8870 16.0372 16.2552  0.06
C -14.5425 17.9052 16.5698  -0.16
C -15.0393 17.8783 15.1437  -0.05
C -12.1213 18.4239 16.0549  -0.06
C -11.9203 19.8386 16.6136  -0.16
O -10.9522 19.8468 17.6806  -0.20
C -11.1452 20.8262 18.6585  -0.11
H -13.0627 15.5123 18.9098  0.07
H -14.5373 16.4951 18.9322  0.05
H -13.2851 16.7459 20.0904  0.05
H -11.7363 17.3749 18.2610  0.13
H -12.9461 18.5928 18.5287  0.14
H -12.1792 15.4979 16.8786  0.11
H -12.6559 16.0817 15.2079  0.10
H -13.8488 15.6047 16.4697  0.07
H -14.6454 18.9332 17.0040  0.12
H -15.0786 17.1536 17.1682  0.12
H -14.4869 18.4749 14.4216  0.07
H -16.0626 18.2662 15.1219  0.10
H -15.0450 16.8452 14.7295  0.09
H -12.3329 18.5506 14.9943  0.13
H -11.1930 17.8527 16.1847  0.14
H -12.8768 20.2562 16.9138  0.09
H -11.4871 20.5054 15.8363  0.15
H -11.2925 21.8356 18.2313  0.10
H -10.1864 20.7865 19.2129  0.10
H -11.9508 20.6685 19.3868  0.07
C -17.6058 19.1374 21.5965  -0.59
F -17.2440 18.1476 22.4748  0.09
F -18.9799 19.1146 21.6324  0.10
F -17.2719 20.3407 22.0788  0.12
S -16.8266 18.9306 20.0032  0.50
O -15.4895 18.5460 20.2119  -0.26
O -17.6738 18.0333 19.3412  -0.25
N -16.8610 20.3258 19.3264  -0.27
S -15.5533 21.1669 19.1083  0.59
O -14.6598 21.2626 20.2044  -0.30
O -14.8588 21.0805 17.8547  -0.27
C -16.3961 22.7636 19.0760  -0.71
F -15.4927 23.7911 19.0692  0.11
F -16.9920 22.8150 17.9075  0.14
F -17.3134 22.9907 19.9821  0.17
C -10.9279 16.9554 26.6560  -0.68
F -10.2165 18.0723 26.7452  0.14
F -10.8826 16.2816 27.7779  0.16
F -12.1975 17.3655 26.5897  0.11
S -10.4518 15.9096 25.1256  0.57
O -9.1732 15.3838 25.2775  -0.24
O -11.5489 14.9698 25.2248  -0.31
N -10.6084 17.0096 23.9964  -0.28
S -9.5484 17.6282 23.0492  0.56
O -9.4314 19.0184 23.3139  -0.27
O -8.3915 16.7937 22.8936  -0.29
C -10.3635 17.6285 21.3873  -0.66
F -10.6058 16.3797 21.0014  0.12
F -11.5141 18.2698 21.4396  0.13
F -9.6163 18.2271 20.4188  0.12
C -17.2368 14.0287 19.4901  -0.69
F -18.1905 14.4697 18.6423  0.13
F -16.9182 15.0340 20.2706  0.14
F -17.7181 13.0622 20.2411  0.15
S -15.7610 13.3688 18.5708  0.63
O -16.1660 12.0839 18.0481  -0.26
O -15.4212 14.4862 17.7232  -0.29
N -14.8244 13.2049 19.8354  -0.29
S -13.4274 12.4804 19.9775  0.56
O -12.6042 12.5420 18.7975  -0.28
O -12.7352 12.6482 21.2087  -0.30
C -13.8908 10.6978 20.1318  -0.63
F -12.8987 9.8339 20.6216  0.06
F -14.8709 10.4997 20.9671  0.16
F -14.0786 10.2558 18.8880  0.13
C -20.0539 9.4429 25.8280  -0.59
F -20.7766 10.3935 25.1314  0.08
F -21.0188 8.5953 26.3127  0.11
F -19.2849 8.7148 25.0667  0.15
S -18.9440 10.4244 27.0073  0.58
O -18.6767 11.6506 26.3061  -0.31
O -19.7281 10.5203 28.1726  -0.27
N -17.6007 9.5753 27.1997  -0.29
S -16.1279 9.8455 26.6920  0.59
O -15.7821 11.2154 26.5049  -0.30
O -15.1803 9.0919 27.4986  -0.31
C -15.8717 9.1056 24.9269  -0.63
F -14.5692 9.3485 24.5889  0.10
F -16.0922 7.7902 24.7606  0.14
F -16.6475 9.6767 24.0636  0.15
C -17.4057 17.8560 27.6906  -0.61
F -18.5692 18.2127 28.2013  0.14
F -16.4496 18.6134 28.1778  0.16
F -17.1308 16.5069 27.8818  0.08
S -17.4441 18.2254 25.7930  0.56
O -16.0396 18.2181 25.5846  -0.28
O -18.2172 17.1993 25.1621  -0.31
N -18.0746 19.6397 25.6925  -0.27
S -19.5992 20.0686 25.5419  0.53
O -19.7974 20.7490 24.3437  -0.24
O -20.5886 19.1677 25.9710  -0.25
C -19.6907 21.2506 26.9514  -0.46
F -19.2930 20.6332 28.1241  0.07
F -18.7449 22.3542 26.8387  0.01
F -20.9263 21.7937 27.2830  0.09

[2]
A 2-piece molecular cluster, C3HNO2 overall, computed with ωB97M-V/def2-TZVPD.

Lowest unoccupied orbital energy in eV: -1.55
2S+1: 1
Relative energy (zero: lowest compared OMol25 entry of this formula, charge and spin) in kJ/mol: 227.5
HOMO energy in Eh: -0.335
SMILES: O=C=C=O.C#N

Each line ends with the Löwdin charge.
Element x y z (Å)
C 1.6074 -0.4757 0.3308  -0.14
C -0.8393 0.8458 0.0332  -0.17
C -1.6920 -0.1449 -0.5003  -0.15
N 1.5970 -0.5864 1.4292  0.07
O -0.7996 2.0066 0.2696  0.13
O -1.6769 -1.2636 -0.7670  0.15
H 1.8034 -0.3818 -0.7954  0.12

[3]
C3H3ClS2 in the gas phase, computed with ωB97M-V/def2-TZVPD.

Lowest unoccupied orbital energy (spin up / spin down) in eV: -0.23 / -2.17
2S+1: 1
Relative energy (zero: lowest compared OMol25 entry of this formula, charge and spin) in kJ/mol: 403.3
HOMO energy (spin up / spin down) in Eh: -0.322 / -0.288

Each line ends with the Löwdin charge.
Element x y z (Å)
C -0.7175 -0.3089 1.2193  -0.53
C -0.8192 0.9728 1.3288  -0.66
C 0.7557 -0.4115 -1.2466  -1.05
S 0.3857 -1.3299 0.2238  0.81
S 1.8343 0.9199 -1.0434  0.62
Cl -0.9360 2.5834 1.2399  0.72
H -1.5491 -0.8801 1.6468  0.06
H 1.2058 -1.3161 -1.7056  0.03
H -0.1596 -0.2296 -1.6628  -0.01

[4]
C3H3FO2 in the gas phase, computed with ωB97M-V/def2-TZVPD.

Lowest unoccupied orbital energy in eV: 0.01
2S+1: 1
Relative energy (zero: lowest compared OMol25 entry of this formula, charge and spin) in kJ/mol: 180.0
HOMO energy in Eh: -0.380
SMILES: O=C(O)/C=C\F

Each line ends with the Löwdin charge.
Element x y z (Å)
C -0.9726 -0.0094 0.0780  -0.58
C 0.1894 1.0990 0.0868  0.06
C 1.5059 0.6722 0.1034  -0.08
H 0.2395 -1.3389 0.5671  0.25
H -0.1094 2.0976 0.2008  0.09
H 2.3257 1.3886 -0.2619  0.14
O -0.8164 -1.2643 0.0599  0.11
O -2.0988 0.4298 -0.1612  0.06
F 1.8367 -0.6714 -0.1450  -0.05

[5]
A 2-piece molecular cluster, C10H21N2O overall, computed with ωB97M-V/def2-TZVPD.

Lowest unoccupied orbital energy in eV: -4.01
2S+1: 1
Relative energy (zero: lowest compared OMol25 entry of this formula, charge and spin) in kJ/mol: 121.3
HOMO energy in Eh: -0.468
Net charge: +1

Each line ends with the Löwdin charge.
Element x y z (Å)
C 0.0664 -3.2802 -1.2555  -0.19
C -1.1281 -2.5194 -1.7171  -0.13
C 1.2781 -2.6901 -2.0547  -0.09
C -1.0567 -1.1263 -0.9828  -0.10
C 1.4181 -1.2545 -1.3675  -0.09
C 0.1331 -0.5485 -1.4534  -0.30
C 1.1635 2.8855 1.1750  -0.01
C -1.4273 2.4337 0.8531  -0.01
C -0.3881 2.0417 2.9454  -0.10
C -0.0408 1.9709 1.4540  -0.62
N 0.5316 -0.2467 1.7393  0.14
N 0.3374 0.6863 1.0179  -0.05
O 0.1327 0.4570 -2.2563  0.21
H 0.2291 -3.3057 -0.2070  0.12
H -0.0131 -4.2936 -1.6096  0.12
H -1.1612 -2.5308 -2.7699  0.12
H -2.0520 -2.8634 -1.4392  0.10
H 2.1452 -3.3194 -1.8286  0.12
H 1.0108 -2.5297 -3.1385  0.14
H -1.9492 -0.4176 -0.8470  0.16
H -0.8881 -1.3354 0.1265  0.14
H 1.6868 -1.3695 -0.3085  0.12
H 2.2765 -0.7611 -1.8120  0.13
H 1.3332 2.8981 0.1031  0.08
H 1.1385 3.8825 1.4291  0.06
H 2.0443 2.2538 1.6064  0.13
H -2.3061 2.1228 1.3541  0.07
H -1.5246 2.0125 -0.2257  0.08
H -1.2759 3.4809 0.7076  0.08
H -1.1777 1.3403 3.3516  0.11
H 0.5343 2.0952 3.6170  0.11
H -0.8423 2.9886 3.2628  0.09
H 0.5289 -0.0323 2.7784  0.10
H -0.7571 0.8747 -2.2482  0.16

[6]
C3H6N2O in the gas phase, computed with ωB97M-V/def2-TZVPD.

Lowest unoccupied orbital energy in eV: 0.74
2S+1: 1
Relative energy (zero: lowest compared OMol25 entry of this formula, charge and spin) in kJ/mol: 261.0
HOMO energy in Eh: -0.334
SMILES: C/N=C/NC=O

Each line ends with the Löwdin charge.
Element x y z (Å)
C 1.4007 1.2752 -1.1002  -0.17
N 0.1665 0.6346 -1.4663  -0.03
C 0.0662 -0.2609 -0.5518  -0.31
N -1.0909 -0.4642 0.1385  0.09
C -1.3268 -1.5183 0.9850  -0.33
O -2.3728 -1.6885 1.5589  0.05
H 1.6488 0.6448 -0.1499  0.09
H 2.0715 1.5433 -1.9404  0.08
H 1.1793 2.1745 -0.5247  0.07
H 0.8641 -0.9885 -0.3324  0.13
H -1.8022 0.2481 0.0363  0.16
H -0.4499 -2.1858 1.0810  0.14

no.,electronic energy (hartree)
1,-11817.50500
2,-320.01261
3,-1372.49703
4,-366.37952
5,-578.01419
6,-302.59370